# 1
112
Properties=species:S:1:pos:R:3 method="wB97M-V/def2-TZVPD" lumo_energy_ev=-0.83 homo_ev=-8.59 charge=0 smiles="CCC1=C(C[C@@H](C)Br)C(=O)c2c(CCN)cc(CCCS)c(CCOC(C)=O)c2C1=O.C[N+](=O)[O-].C[N+](=O)[O-].C[N+](=O)[O-].C[N+](=O)[O-].C[N+](=O)[O-].C[N+](=O)[O-].C[N+](=O)[O-]" homo_lumo_gap_ev=7.758 max_force_ev_per_a=2.61
C 1.23397 3.20236 -3.44085
C 0.71613 4.16391 -2.35119
C -0.07109 3.36667 -1.35650
C -1.38542 3.29600 -1.31099
C -2.30550 4.03256 -2.22711
C -2.57291 5.50783 -1.84814
C -1.71642 6.05983 -0.72319
Br -2.26118 6.65504 -3.42351
C -1.98053 2.41518 -0.28211
O -3.03414 2.70917 0.26492
C -1.18292 1.19052 0.03527
C -1.79311 0.03374 0.32975
C -3.29081 -0.13159 0.37245
C -3.78381 -1.22235 1.32921
N -3.28745 -1.05494 2.69685
C -0.98469 -1.02992 0.55971
C 0.34671 -0.98850 0.50772
C 1.05606 -2.30212 0.75947
C 2.04480 -2.77323 -0.33840
C 1.62305 -2.34720 -1.73184
S 3.00874 -2.61256 -2.90746
C 0.96697 0.20222 0.24207
C 2.46008 0.32417 0.19484
C 3.12487 0.32545 1.56973
O 3.18164 1.61459 2.18322
C 2.07430 1.96811 2.85075
C 1.96356 3.43252 3.11874
O 1.22916 1.18873 3.25902
C 0.17415 1.26737 -0.00030
C 0.72949 2.60331 -0.35955
O 1.74495 3.08533 0.12232
H 2.28037 2.97516 -3.31759
H 0.71276 2.25322 -3.37994
H 1.06060 3.57260 -4.44186
H 1.57256 4.55631 -1.81383
H 0.08681 4.94141 -2.74712
H -3.27020 3.53983 -2.25886
H -1.90710 3.95888 -3.22757
H -3.59680 5.66359 -1.55672
H -2.03221 7.07545 -0.52224
H -1.84138 5.46952 0.17544
H -0.67540 6.08884 -1.01367
H -3.62480 -0.38047 -0.63561
H -3.80550 0.76992 0.65936
H -3.57209 -2.21218 0.94215
H -4.86164 -1.10473 1.35482
H -2.94582 -0.10869 2.79699
H -2.48924 -1.66160 2.80947
H -1.44253 -1.97797 0.76864
H 1.57342 -2.31949 1.71483
H 0.29485 -3.06841 0.82936
H 2.05900 -3.85562 -0.32109
H 3.06359 -2.46229 -0.17951
H 1.39121 -1.29620 -1.80808
H 0.81441 -2.94206 -2.12486
H 3.77247 -1.55184 -2.63398
H 2.93637 -0.47125 -0.35102
H 2.73174 1.23632 -0.31223
H 4.15217 0.04509 1.39125
H 2.71811 -0.43763 2.21847
H 2.03558 3.62556 4.18238
H 0.99925 3.79066 2.79907
H 2.75596 3.99337 2.64663
C 7.61515 -1.91959 1.11379
N 6.27293 -2.53707 0.92841
O 5.48752 -1.96362 0.19984
O 6.05702 -3.57201 1.51830
H 7.65782 -1.00903 0.52767
H 7.73343 -1.71140 2.17273
H 8.35351 -2.63864 0.77347
C 0.64923 -1.42827 5.63189
N 0.04822 -2.77108 5.39573
O -0.26999 -3.43469 6.36055
O -0.08080 -3.11600 4.23992
H 0.70255 -1.25985 6.70061
H 1.63839 -1.43026 5.18524
H 0.00893 -0.69505 5.15104
C 5.40548 2.47406 -2.28142
N 5.41983 1.00057 -2.49686
O 4.41966 0.48279 -2.95851
O 6.43377 0.41318 -2.19073
H 4.44405 2.85873 -2.59469
H 5.56910 2.64941 -1.22208
H 6.20922 2.89740 -2.87586
C -3.70117 6.12222 -7.28342
N -3.55385 4.64254 -7.36218
O -4.47610 4.00670 -7.82680
O -2.51220 4.17492 -6.95087
H -4.67066 6.39626 -7.68137
H -3.61693 6.40075 -6.23710
H -2.90148 6.56270 -7.87068
C -1.64395 -4.83085 -3.56232
N -1.26703 -4.94778 -2.12823
O -0.10404 -5.10717 -1.83599
O -2.14573 -4.86309 -1.29227
H -0.74533 -4.92113 -4.16086
H -2.34337 -5.63163 -3.78125
H -2.10934 -3.85927 -3.69755
C -3.52394 -3.34669 5.54213
N -4.94979 -3.77125 5.57849
O -5.74031 -3.15649 4.89292
O -5.22363 -4.70681 6.29781
H -3.43118 -2.50532 4.86332
H -3.24247 -3.06555 6.55258
H -2.93854 -4.19114 5.19516
C -3.02386 -6.31587 1.30231
N -3.92124 -6.44098 2.48056
O -3.80175 -5.57765 3.32773
O -4.69139 -7.37447 2.51131
H -2.41379 -5.43207 1.43439
H -2.40974 -7.21012 1.25616
H -3.64732 -6.22783 0.41902

---

# 2
90
Properties=species:S:1:pos:R:3 method="wB97M-V/def2-TZVPD" lumo_energy_ev="-0.63 / -0.73" e_above_lowest_kj_mol=21.2 homo_ev="-6.90 / -7.68" charge=0 multiplicity=5 s_squared=6.026 homo_lumo_gap_ev="6.270 / 6.950" max_force_ev_per_a=2.13
O -0.89730 -1.92148 -1.69530
O -2.14243 -0.24434 -3.40976
C 0.47884 -2.22578 -1.49135
C 0.84302 -3.01781 -0.25276
H 1.04538 -1.28278 -1.51527
H 0.76871 -2.78349 -2.39449
H 0.72743 -2.41396 0.65242
H 1.89133 -3.30948 -0.32433
H 0.24635 -3.93264 -0.18326
C -1.77915 -1.94916 -0.55944
C -3.09571 -2.51688 -1.01052
H -1.88841 -0.92637 -0.16666
H -1.36978 -2.55693 0.26324
H -3.60564 -1.82869 -1.68473
H -3.74486 -2.71600 -0.15258
H -2.94779 -3.46246 -1.53516
C -3.24756 0.65336 -3.64010
C -1.89727 -1.21051 -4.44860
C -4.36078 0.38019 -2.65367
H -3.62085 0.57614 -4.68223
H -2.83739 1.66151 -3.47775
H -4.82241 -0.60053 -2.82863
H -5.15768 1.12283 -2.76459
H -3.98055 0.43880 -1.62460
C -3.04256 -2.18257 -4.59388
H -0.97910 -1.72658 -4.14069
H -1.67916 -0.67434 -5.39198
H -3.21513 -2.68790 -3.63372
H -2.78516 -2.93517 -5.34647
H -3.95151 -1.66473 -4.92221
H -0.64011 0.09465 -2.40167
Fe 1.02827 0.75707 2.06247
C -0.01118 1.01151 -2.18393
Si 0.85006 1.61489 -3.75156
H -0.72437 1.76806 -1.84461
H 0.66341 0.76999 -1.35906
C 1.68488 0.16022 -4.60579
C 2.14186 2.93985 -3.40873
C -0.33478 2.40164 -4.98571
C 2.30007 0.27934 0.66967
Si 3.45566 1.34136 1.69748
H 2.21329 0.66210 -0.35970
H 2.54969 -0.79317 0.58150
C 4.21582 2.72192 0.66980
C 4.90226 0.39202 2.42194
C 2.45952 2.15620 3.09605
H 0.19686 2.50938 -5.94496
H -0.62807 3.40403 -4.63838
H -1.24389 1.80238 -5.15858
H 2.58529 -0.14619 -4.05024
H 1.98944 0.47809 -5.61799
H 1.00988 -0.70272 -4.70165
H 2.73638 2.71714 -2.51208
H 1.65117 3.91766 -3.28335
H 2.82227 3.00840 -4.27422
H 5.33437 -0.29076 1.67779
H 4.62235 -0.19875 3.30231
H 5.68882 1.09880 2.72682
H 2.78260 1.78806 4.07649
H 1.33443 2.22387 3.11298
H 2.76783 3.20764 3.00046
H 5.10769 3.13165 1.16497
H 3.50851 3.54877 0.51859
H 4.52052 2.34470 -0.31503
C -3.01924 1.85805 0.64073
C -3.77207 1.37535 1.72532
C -3.12498 0.78226 2.81393
C -1.71096 0.66748 2.80181
C -0.95679 1.17512 1.73726
C -1.60243 1.81752 0.69679
C -0.97059 0.06040 3.90184
C -1.56408 -0.20038 5.14518
C -0.83104 -0.78491 6.14934
C 0.48859 -1.18974 5.89305
C 1.26555 -1.83011 6.89185
C 2.56476 -2.23930 6.63479
C 3.10350 -2.07773 5.34259
C 2.34417 -1.48540 4.33007
C 1.06307 -0.95823 4.59935
N 0.35024 -0.22081 3.66649
H -3.51320 2.29252 -0.23137
H -4.85690 1.46718 1.73487
H -3.67981 0.40500 3.67484
H -1.01620 2.31386 -0.08036
H -2.59642 0.09704 5.29738
H -1.25723 -0.96679 7.13037
H 0.79316 -1.98316 7.86021
H 3.15879 -2.69659 7.42790
H 4.11751 -2.42829 5.13246
H 2.72884 -1.43237 3.31032

---

# 3
101
Properties=species:S:1:pos:R:3 method="wB97M-V/def2-TZVPD" lumo_energy_ev=3.20 e_above_lowest_kj_mol=59.1 homo_ev=-0.70 charge=-2 homo_lumo_gap_ev=3.907 max_force_ev_per_a=1.04
Rb 0.19076 -0.44976 0.04332
Se 3.58233 3.58623 -0.53383
Se 2.32965 2.56345 1.12629
Te 0.80246 4.35983 1.99624
Se -1.56176 3.72936 1.42088
C -0.62674 0.47064 4.19894
C 0.11664 -0.77250 3.85409
N 0.64057 -1.04990 2.68893
C 1.21849 -2.29079 2.79909
C 1.03565 -2.77630 4.07125
N 0.33543 -1.80196 4.72108
C 1.41804 -4.04460 4.78300
O 2.06999 -4.88773 4.09156
O 1.05724 -4.14329 5.96215
C 1.87757 -2.92320 1.64228
O 2.43352 -4.09509 1.84752
O 1.89087 -2.39458 0.53831
H -0.65008 1.13813 3.33763
H -0.14964 0.99923 5.02536
H -1.65703 0.24081 4.47961
H 0.06413 -1.89987 5.68566
H 2.29369 -4.43483 2.84648
N 0.27077 2.90617 -1.69072
H -0.28109 3.07083 -0.84636
H 0.12410 3.73395 -2.26057
H 1.24585 2.97686 -1.38848
C -5.82710 1.38648 -0.55687
N -4.65263 1.76661 0.20230
C -4.55083 3.15149 0.64001
C -3.56924 1.01358 0.09725
N -2.63255 0.34316 0.00574
H -6.72237 1.55623 0.04619
H -5.77216 0.33203 -0.81802
H -5.91564 1.97423 -1.47816
H -5.30262 3.34994 1.40753
H -4.71139 3.83446 -0.20000
H -3.55892 3.33745 1.05226
C -0.02375 -4.87218 -0.34345
C -1.32933 -4.28751 0.06549
N -1.61727 -3.01444 0.16049
C -2.92953 -2.93452 0.55700
C -3.44984 -4.18498 0.69854
N -2.42034 -5.04481 0.37867
H 0.62325 -4.07622 -0.70429
H -0.15872 -5.62149 -1.12783
H 0.47866 -5.34414 0.50308
H -3.39394 -1.97607 0.71914
H -4.42376 -4.53851 0.98987
H -2.45409 -6.04599 0.40966
C 4.33553 -1.49629 -4.13330
C 3.90845 -0.50568 -3.05108
C 2.46653 -0.04075 -3.30215
C 1.59376 -1.18555 -3.86650
C 2.14319 -2.53542 -3.38967
C 3.51735 -2.79838 -4.02175
P -0.14917 -0.98999 -3.26427
C -0.59995 0.67426 -3.95117
C -0.47556 0.93907 -5.46027
C -1.73528 0.62278 -6.27585
C -3.02510 1.21430 -5.65919
C -2.74731 1.96485 -4.35802
C -1.98970 1.05614 -3.39616
C -1.16469 -2.20529 -4.30083
C -1.60189 -3.33621 -3.35588
C -2.66963 -4.23250 -3.99333
C -2.36013 -4.54240 -5.47452
C -0.88728 -4.27649 -5.77314
C -0.56380 -2.78789 -5.59935
H 5.40310 -1.71546 -4.05762
H 4.17028 -1.03658 -5.11336
H 4.57077 0.36004 -3.02692
H 3.97967 -0.98827 -2.07337
H 2.46897 0.79330 -4.00690
H 2.05208 0.33960 -2.36406
H 1.62546 -1.15392 -4.96111
H 1.45858 -3.35172 -3.63872
H 2.22194 -2.50818 -2.29913
H 3.38306 -3.23512 -5.01722
H 4.05804 -3.53300 -3.41910
H 0.11658 1.32546 -3.44280
H 0.36605 0.37907 -5.87785
H -0.23831 1.99923 -5.59096
H -1.83680 -0.45821 -6.37060
H -1.59596 1.00709 -7.29022
H -3.72306 0.40059 -5.43676
H -3.52192 1.87093 -6.37899
H -3.68928 2.28642 -3.90448
H -2.15703 2.86437 -4.55309
H -2.60096 0.16214 -3.21145
H -1.84446 1.54971 -2.43571
H -2.07046 -1.63759 -4.54610
H -1.98264 -2.90793 -2.42875
H -0.72608 -3.93105 -3.08163
H -3.64257 -3.74029 -3.91462
H -2.73399 -5.16454 -3.42433
H -2.97072 -3.91506 -6.13140
H -2.60798 -5.58170 -5.70525
H -0.63690 -4.58550 -6.79190
H -0.27259 -4.87873 -5.09799
H -0.96375 -2.24964 -6.46276
H 0.51992 -2.66708 -5.63600

---

# 4
94
Properties=species:S:1:pos:R:3 method="wB97M-V/def2-TZVPD" lumo_energy_ev="-1.99 / -2.67" homo_ev="-5.61 / -5.46" charge=0 multiplicity=5 s_squared=6.185 homo_lumo_gap_ev="3.619 / 2.790" max_force_ev_per_a=4.41
Os -0.41877 -0.06692 -0.54027
C -1.75677 -0.09172 1.66193
C -2.09497 1.07958 0.95683
C -2.71237 0.64018 -0.26417
Si -1.71817 2.77608 1.63353
C -2.71457 -0.77722 -0.28007
C -2.09817 -1.24562 0.93063
Si -1.72127 -2.95752 1.56783
H -1.22397 -0.10282 2.59653
H -3.14927 1.27358 -1.01837
H -3.15207 -1.39172 -1.04947
Cl 0.20413 -0.04232 -2.96517
C -1.44187 -2.86692 3.42093
C -3.13577 -4.14732 1.22523
C -1.43397 2.63868 3.48273
C -3.13097 3.97588 1.32083
H -4.01837 -3.84502 1.78843
H -2.87807 -5.15932 1.53773
H -3.42097 -4.19172 0.17643
H -0.59127 -2.23132 3.66243
H -1.23357 -3.85722 3.82613
H -2.31467 -2.47392 3.94083
H -4.02347 3.64748 1.85303
H -3.39537 4.06838 0.26983
H -2.88037 4.97268 1.68393
H -2.30677 2.23838 3.99683
H -1.21707 3.61708 3.91163
H -0.58647 1.99148 3.70373
C -0.10417 -3.52502 0.76353
C -0.10247 3.36178 0.83953
P 0.06193 -2.77562 -0.89847
H 0.02493 -4.60622 0.77473
H 0.69823 -3.08982 1.36063
P 0.06113 2.64858 -0.83897
H 0.70133 2.91448 1.42573
H 0.02723 4.44248 0.87413
C 1.70933 3.22868 -1.52617
C -1.22517 3.58708 -1.82637
C -1.22447 -3.69142 -1.90517
C 1.71033 -3.34222 -1.59727
C 2.75953 -2.24552 -1.48577
H 1.50143 -3.50712 -2.65647
C 2.22423 -4.63822 -0.98707
H 2.49053 -4.49822 0.05893
H 3.12723 -4.95492 -1.51087
H 1.50903 -5.45342 -1.04307
H 2.45253 -1.34622 -2.00937
H 3.69893 -2.58772 -1.92267
H 2.94783 -1.97762 -0.44887
H -2.14787 -3.44632 -1.37947
C -1.08357 -5.20542 -1.91957
C -1.34347 -3.13922 -3.31657
H -1.00077 -5.63182 -0.92277
H -0.21577 -5.51712 -2.49777
H -1.95967 -5.65192 -2.39207
H -1.54627 -2.07382 -3.32197
H -2.14897 -3.65032 -3.84577
H -0.42997 -3.29332 -3.88897
H -2.15037 3.32308 -1.31327
C -1.33547 3.07248 -3.25287
C -1.09027 5.10138 -1.79807
H -1.01597 5.49978 -0.78907
H -1.96547 5.55728 -2.26347
H -0.22037 5.43138 -2.36217
H -1.53127 2.00628 -3.28667
H -0.42137 3.24798 -3.81817
H -2.14287 3.59218 -3.77037
C 2.75593 2.12728 -1.43957
C 2.22633 4.50948 -0.88737
H 1.50013 3.41698 -2.58127
H 2.49023 4.34548 0.15583
H 1.51443 5.32848 -0.92687
H 3.13153 4.83398 -1.40247
H 2.94283 1.83498 -0.40897
H 3.69643 2.47688 -1.86807
H 2.44673 1.24098 -1.98397
C 0.74443 -0.02842 -6.46737
H -0.24457 -0.02852 -6.97447
H 1.27673 0.85748 -6.87597
H 1.28253 -0.90592 -6.88627
Cl 3.57573 1.10818 7.38403
C 3.02563 0.77498 5.75253
C 3.13803 -0.50992 5.22373
C 2.68933 -0.77652 3.92723
C 2.10363 0.23688 3.13403
C 2.01053 1.52738 3.68483
C 2.46663 1.79348 4.98013
C 1.58043 -0.13282 1.78173
O 1.88493 -1.30112 1.33893
O 0.71223 0.59508 1.09783
H 3.56583 -1.30712 5.81843
H 2.77783 -1.79162 3.56013
H 1.59283 2.34268 3.14713
H 2.37793 2.79378 5.38423